Record 1
# C20H20BF5N2O2OsS2Te

A structure of composition C20H20BF5N2O2OsS2Te (ωB97M-V with the def2-TZVPD basis set, the Open Molecules 2025 dataset).

Values from the calculation:
2S+1   1
E_LUMO   -0.0258 Ha
Gap between HOMO and LUMO   6.182 eV

XYZ file:
```
54
C20H20BF5N2O2OsS2Te, DFT ωB97M-V with the def2-TZVPD basis set
Os -1.01908 -2.30096 -1.61185
C -0.10177 5.84794 -0.27740
C 0.24796 5.08094 1.00503
C 1.77413 4.97062 1.13020
C -0.27541 5.88164 2.19656
C -0.35218 3.67582 0.93673
C -1.27430 3.20231 1.86973
C -1.81449 1.91076 1.81277
C -1.39451 1.10245 0.78856
O -1.73529 -0.19658 0.49037
B -0.96969 -0.54109 -0.64357
O -0.21712 0.57050 -1.04579
C -0.48017 1.56639 -0.14685
C 0.04999 2.82711 -0.10556
H 0.32563 6.85310 -0.24391
H -1.18362 5.93809 -0.39048
H 0.28775 5.34738 -1.16440
H 2.22155 5.96622 1.18284
H 2.21213 4.45043 0.27486
H 2.04974 4.42195 2.03270
H 0.18293 6.87244 2.19573
H -0.02777 5.40144 3.14515
H -1.35768 6.01552 2.14801
H -1.59579 3.84566 2.67585
H -2.52910 1.56672 2.54830
H 0.75906 3.13602 -0.86512
Te -2.65763 -1.38009 -3.12474
C 0.13699 -5.64840 0.37933
N -1.15264 -5.76530 -0.27918
C -1.42062 -6.87108 -1.20498
C -2.80568 -6.52383 -1.77834
N -3.01963 -5.17908 -1.25087
C -2.04098 -4.79239 -0.43920
S -1.92912 -3.19783 0.25690
H 0.34259 -6.56285 0.93312
H 0.11963 -4.80265 1.05920
H 0.92120 -5.47670 -0.36259
H -1.41159 -7.82386 -0.67832
H -0.64449 -6.89266 -1.97380
H -3.57813 -7.20103 -1.41506
H -2.81884 -6.52607 -2.86643
H -3.68382 -4.51150 -1.60939
F 3.89445 1.51703 1.12529
C 3.30369 0.61049 0.35438
C 3.14400 0.84345 -1.00060
F 3.55860 2.00002 -1.52505
C 2.52898 -0.10810 -1.79378
F 2.36174 0.16114 -3.08660
C 2.03753 -1.29011 -1.26196
S 1.10763 -2.43824 -2.24916
C 2.23234 -1.50807 0.09119
F 1.79713 -2.64075 0.65862
C 2.85763 -0.57927 0.90165
F 3.03614 -0.82510 2.20188
```

List of natural (NBO) charges in e, atom by atom: -0.11 -0.60 -0.08 -0.60 -0.60 0.00 -0.23 -0.24 0.22 -0.71 0.94 -0.72 0.29 -0.28 0.20 0.21 0.21 0.20 0.21 0.21 0.21 0.21 0.21 0.21 0.22 0.22 -0.21 -0.42 -0.38 -0.22 -0.23 -0.57 0.36 0.05 0.21 0.25 0.22 0.22 0.21 0.21 0.22 0.45 -0.28 0.28 0.30 -0.29 0.35 -0.29 -0.29 0.03 0.33 -0.31 0.26 -0.29

***

Record 2
# C8H8NO

The ion C8H8NO with charge +1 at a distorted geometry (ωB97M-V with the def2-TZVPD basis set, the Open Molecules 2025 dataset).

Values from the calculation:
Net charge   +1
Energy above the lowest of the compared OMol25 structures with the same formula, charge and spin   110.8 kJ/mol
SMILES string   O=[N+]1CCc2ccccc21
2S+1   1
E_LUMO (alpha / beta)   -0.2572 / -0.2599 Ha
Gap between HOMO and LUMO (alpha / beta)   7.320 / 7.245 eV

XYZ file:
```
18
C8H8NO, DFT ωB97M-V with the def2-TZVPD basis set
O -2.95018 0.31259 -0.01522
N -1.68732 0.44357 -0.35659
C -1.24865 1.00774 -1.68596
C 0.26821 1.01852 -1.57879
C 0.61824 0.25200 -0.25042
C 1.77270 -0.09920 0.43833
C 1.68809 -0.90662 1.54170
C 0.50187 -1.46778 1.95926
C -0.69914 -0.95119 1.43972
C -0.63482 -0.16922 0.27783
H -1.64149 1.99101 -1.95450
H -1.54549 0.31040 -2.56832
H 0.60300 2.06637 -1.63656
H 0.89825 0.38730 -2.24750
H 2.65372 0.41633 0.06760
H 2.58958 -1.09475 2.00522
H 0.50409 -2.26361 2.84811
H -1.69068 -1.25347 1.71610
```

List of natural (NBO) charges in e, atom by atom: -0.21 0.26 -0.28 -0.46 0.14 -0.24 -0.07 -0.19 -0.11 0.02 0.28 0.29 0.27 0.27 0.25 0.24 0.28 0.26

***

Record 3
# C5H10NO

The ion C5H10NO with charge +1 at a distorted geometry (ωB97M-V with the def2-TZVPD basis set, the Open Molecules 2025 dataset).

Values from the calculation:
Net charge   +1
Energy above the lowest of the compared OMol25 structures with the same formula, charge and spin   339.1 kJ/mol
2S+1   3
E_LUMO (alpha / beta)   -0.1222 / -0.2501 Ha
Gap between HOMO and LUMO (alpha / beta)   6.800 / 7.513 eV

XYZ file:
```
17
C5H10NO, DFT ωB97M-V with the def2-TZVPD basis set
C -0.54501 -0.60683 1.33026
C -1.08316 0.13248 0.05721
C -1.65575 -0.26384 -1.36663
C 0.73866 -0.56454 1.76034
C -0.41380 0.66079 -1.29700
N 1.84835 0.05201 0.96943
O 0.86849 0.13453 -1.60119
H -1.24809 -1.22706 1.99463
H -1.78286 0.99364 0.48874
H -2.61978 0.39053 -1.59774
H -1.76014 -1.22180 -1.74814
H 0.98251 -1.08874 2.63642
H -0.58643 1.64749 -1.50703
H 2.06967 0.98481 1.37126
H 1.59329 0.19838 -0.07461
H 2.65691 -0.44330 1.25071
H 0.93712 0.22146 -2.66666
```

List of natural (NBO) charges in e, atom by atom: -0.18 -0.34 -0.40 0.04 0.07 -0.75 -0.75 0.24 0.26 0.24 0.25 0.20 0.20 0.44 0.50 0.45 0.53

***

Record 4
# C5H14NS

A structure of composition C5H14NS at a distorted geometry (ωB97M-V with the def2-TZVPD basis set, the Open Molecules 2025 dataset).

Values from the calculation:
Net charge   +1
Energy above the lowest of the compared OMol25 structures with the same formula, charge and spin   780.3 kJ/mol
2S+1   1
E_LUMO   -0.2448 Ha
Gap between HOMO and LUMO   5.751 eV

XYZ file:
```
21
C5H14NS, DFT ωB97M-V with the def2-TZVPD basis set
C 0.00421 0.36168 1.53206
C 0.34478 0.35360 0.05471
C 0.98320 -0.57021 -0.66666
C -2.12142 -0.33221 -0.87795
S -3.74353 -0.08959 -0.93601
C -3.25983 -0.74242 1.23709
N 4.45125 0.62753 -1.82330
H -0.76203 -0.26914 1.92922
H 0.87493 0.22483 2.20316
H -0.46929 1.30551 1.99538
H 0.00390 1.28986 -0.29860
H 1.93247 -0.99843 -0.09253
H 0.72421 -1.05329 -1.66170
H -1.55839 -1.23166 -0.92161
H -1.53250 0.54157 -1.27913
H -2.67869 0.22132 1.65501
H -4.20341 -0.86354 1.65059
H -2.64302 -1.72531 1.18675
H 5.16573 0.40976 -1.07869
H 3.77521 1.18491 -1.29299
H 4.71222 1.35521 -2.51480
```

List of natural (NBO) charges in e, atom by atom: -0.68 -0.23 -0.36 -0.31 0.42 -0.41 -1.08 0.21 0.25 0.23 0.21 0.24 0.23 0.23 0.24 0.26 0.23 0.26 0.37 0.34 0.37

***

Record 5
# C26H26IO3P2Se4TeTi

A structure of composition C26H26IO3P2Se4TeTi at a distorted geometry (ωB97M-V with the def2-TZVPD basis set, the Open Molecules 2025 dataset).

Values from the calculation:
Energy above the lowest of the compared OMol25 structures with the same formula, charge and spin   46.7 kJ/mol
2S+1   2
E_LUMO (alpha / beta)   -0.0038 / -0.0018 Ha
Gap between HOMO and LUMO (alpha / beta)   6.837 / 6.954 eV

XYZ file:
```
64
C26H26IO3P2Se4TeTi, DFT ωB97M-V with the def2-TZVPD basis set
Ti -2.08369 0.94950 -0.00443
I 2.10183 1.10303 -1.23135
C 3.13455 -0.50407 -0.38899
C 4.47216 -0.25310 -0.30391
C 5.37875 -1.22671 0.16177
C 4.90705 -2.44923 0.50099
C 3.52194 -2.74622 0.42839
C 3.12669 -4.05499 0.77818
C 1.82032 -4.41077 0.75110
C 0.85819 -3.44218 0.41664
C 1.16346 -2.14581 0.06869
P -0.39638 -1.10759 -0.26204
C -1.30138 -1.57766 1.26662
C -2.48534 -2.29436 1.41059
C -3.01577 -2.51934 2.67249
C -2.37794 -2.02535 3.80251
C -1.20338 -1.29587 3.67094
C -0.67800 -1.06454 2.40957
C -1.03893 -1.98468 -1.74284
C -0.78289 -1.34417 -2.95730
C -1.17942 -1.91603 -4.16180
C -1.85590 -3.12922 -4.16730
C -2.12057 -3.77067 -2.96444
C -1.70922 -3.20719 -1.76352
C 2.55634 -1.76125 0.01612
H 4.84813 0.71216 -0.62176
H 6.43614 -0.99504 0.22268
H 5.58132 -3.23365 0.83322
H 3.89513 -4.76734 1.06751
H 1.50809 -5.41742 1.00913
H -0.17500 -3.74255 0.47287
H -3.02525 -2.63881 0.54724
H -3.94892 -3.06423 2.76869
H -2.80777 -2.19249 4.78544
H -0.70724 -0.89225 4.54485
H 0.22695 -0.48084 2.30739
H -0.28345 -0.38474 -2.96496
H -0.97056 -1.39895 -5.09459
H -2.18170 -3.57218 -5.10380
H -2.65282 -4.71633 -2.95454
H -1.92280 -3.74263 -0.84671
Se -3.17381 1.18880 2.30371
Se -4.17310 2.48495 0.65979
Se -5.53885 0.96221 -0.47186
Se -3.82353 -0.41976 -1.27763
C -0.18760 4.70896 2.41039
C -1.49116 4.96985 1.68126
O -1.61091 4.41376 0.33887
P -0.72728 3.28031 -0.30309
O -0.58290 2.07624 0.61330
Te -1.74996 2.63312 -2.32498
O 0.73748 3.90627 -0.40264
C 1.03303 4.99714 -1.32668
C 1.98051 4.53215 -2.40901
H -0.28936 5.08637 3.43131
H 0.65405 5.21516 1.93821
H 0.02956 3.64281 2.46760
H -1.65662 6.03356 1.55186
H -2.31932 4.56337 2.24883
H 1.48955 5.77428 -0.72372
H 0.10764 5.39592 -1.74226
H 2.89750 4.12538 -1.96578
H 2.24944 5.37526 -3.05599
H 1.51291 3.75962 -3.02082
```

List of natural (NBO) charges in e, atom by atom: 0.58 0.23 -0.16 -0.24 -0.21 -0.17 -0.08 -0.15 -0.22 -0.18 -0.29 0.86 -0.40 -0.13 -0.21 -0.19 -0.21 -0.19 -0.37 -0.13 -0.23 -0.18 -0.21 -0.19 0.00 0.23 0.22 0.21 0.21 0.22 0.22 0.23 0.22 0.22 0.22 0.23 0.23 0.22 0.22 0.22 0.21 -0.31 0.08 0.03 -0.38 -0.65 -0.05 -0.85 2.03 -1.16 -0.17 -0.85 -0.06 -0.64 0.22 0.21 0.24 0.19 0.20 0.19 0.19 0.22 0.22 0.22

***

Record 6
# C3H4Cl2I2

A structure of composition C3H4Cl2I2 at a distorted geometry (ωB97M-V with the def2-TZVPD basis set, the Open Molecules 2025 dataset).

Values from the calculation:
Energy above the lowest of the compared OMol25 structures with the same formula, charge and spin   257.5 kJ/mol
2S+1   1
E_LUMO (alpha / beta)   -0.0257 / -0.0263 Ha
Gap between HOMO and LUMO (alpha / beta)   7.934 / 7.905 eV

XYZ file:
```
11
C3H4Cl2I2, DFT ωB97M-V with the def2-TZVPD basis set
C -0.75100 -0.54853 1.36030
C 1.41256 0.09012 -1.20734
C -0.76748 -0.05120 -0.07666
Cl -1.36357 -1.25809 -1.11748
Cl -1.45542 1.46773 -0.39919
I 0.17461 0.86735 2.65103
I 1.42107 2.14980 -1.73340
H -0.36431 -1.53876 1.39455
H -1.74163 -0.70359 1.84915
H 2.33535 -0.00799 -0.68742
H 1.09982 -0.46684 -2.03353
```

List of natural (NBO) charges in e, atom by atom: -0.61 -0.50 -0.14 0.03 0.09 0.12 0.13 0.25 0.25 0.20 0.19

***

| no. | E (eV) |
| --- | --- |
| 1 | -73836.9127 |
| 2 | -11952.9109 |
| 3 | -8870.6970 |
| 4 | -17723.1928 |
| 5 | -352003.6377 |
| 6 | -44418.6924 |